DFT (ωB97M-V/def2-TZVPD) results for an isolated ion of composition C4H6N2 and charge +2.

Structure (XYZ):
```
12
Properties=species:S:1:pos:R:3:forces:R:3
C -0.6504 1.2351 -0.7986 -0.30 0.58 -0.51
N -0.1444 0.4826 0.1595 -0.44 0.42 -1.11
C -0.0086 0.8681 1.4183 2.89 -5.38 3.50
N 0.6985 -0.5616 2.1947 -1.84 5.17 0.32
C 0.8093 -1.3707 1.2416 -0.43 -0.01 -1.58
C 0.3053 -0.9045 -0.0746 0.45 -1.77 -1.05
H -0.8039 0.8349 -1.8088 0.14 -0.13 0.23
H -0.9289 2.2816 -0.6228 0.06 -0.19 0.24
H -0.1804 1.7655 2.0045 -0.29 0.48 -0.35
H 1.2529 -2.3599 1.3980 -0.07 0.14 0.01
H 1.0972 -0.9544 -0.8450 -0.21 0.32 0.17
H -0.5149 -1.5476 -0.4453 0.03 0.38 0.14
```
Forces are in eV/Å.

The structure (SMILES) is C=[N+]1C=[N+]=CC1. Its total charge is +2.

***

DFT (ωB97M-V/def2-TZVPD) results for an isolated ion of composition C4H6N2 and charge +2.

Structure (XYZ):
```
12
Properties=species:S:1:pos:R:3:forces:R:3
C 1.5896 0.0020 0.1282 0.16 -1.03 0.41
C 1.3584 1.1993 -0.0321 0.93 4.40 -0.37
C -0.0161 -1.5557 -0.1797 -3.38 -2.01 -0.21
C -1.8107 0.1912 0.1283 0.19 1.87 -1.22
N 1.2869 -1.2049 0.0764 0.99 -0.60 -0.18
N -0.8875 -0.6300 -0.1239 -0.26 -1.46 1.28
H 1.8520 1.6308 -0.9281 -0.64 0.11 0.04
H 1.0079 1.8664 0.7560 0.19 0.11 0.02
H -0.2927 -2.7050 -0.3420 0.58 2.61 0.17
H -2.3171 0.5978 1.0685 0.88 -1.62 -0.56
H -2.0308 0.8475 -0.7420 -0.34 -0.52 0.26
H 2.0469 -1.8332 0.1469 0.70 -1.86 0.37
```
Forces are in eV/Å.

Its total charge is +2.

***

DFT (ωB97M-V/def2-TZVPD) results for one molecule with the formula C4H6N2O.

Structure (XYZ):
```
13
Properties=species:S:1:pos:R:3:forces:R:3
C -2.0177 0.6901 0.1418 2.08 -0.69 1.46
N -0.7889 -0.1134 0.0148 2.09 2.71 0.79
C 0.4163 0.4999 0.4230 -0.50 -1.00 -0.45
O 0.4875 1.5896 0.9935 0.38 -2.39 -1.21
C 1.6497 -0.4919 0.0913 -0.25 0.34 0.94
N 2.0405 -1.3098 -0.7793 -1.00 0.28 -0.58
C 2.9839 -1.1250 0.3420 0.18 3.71 0.03
H -2.7395 -0.0962 0.3789 -0.61 1.13 0.49
H -1.6209 1.4581 0.8611 -1.56 -0.92 0.26
H -2.2587 1.3017 -0.6854 -0.35 0.09 -1.48
H -0.7271 -0.8745 -0.6051 0.16 -0.92 -0.72
H 3.8064 -0.3708 0.2131 -0.42 -1.24 -0.21
H 3.1677 -1.8436 1.0864 -0.21 -1.11 0.68
```
Forces are in eV/Å.

The structure (SMILES) is CNC(=O)C1=NC1.

***

Orbital gap? In order: 7.222 10.773 10.533 eV.
ΔE to the lowest compared entry with this formula, charge and spin? In order: 93.3 61.6 76.3 kcal/mol.
LUMO level? In order: -14.05 -11.07 0.54 eV.